Record 1
Formula: C20H72N12O16
Source: OMol25
Level of theory: ωB97M-V/def2-TZVPD

Structure (ORCA input):
```
! wB97M-V def2-TZVPD RIJCOSX def2/J DEFGRID3
* xyz 0 1
C -0.37098 2.66819 3.92415
C -1.68027 2.80475 3.08815
O -2.74115 3.62261 3.55379
H 0.36696 2.01114 3.49419
H -0.50211 2.44066 5.00296
H 0.06130 3.66964 3.89019
H -1.84705 1.74333 2.91202
H -1.30448 3.22264 2.16306
H -3.34523 3.50267 2.84329
C -1.75089 1.54931 -4.56309
C -1.65639 0.50501 -3.52064
O -0.40515 0.75646 -2.88277
H -1.10229 1.31081 -5.42609
H -1.64080 2.65899 -4.30077
H -2.76474 1.53363 -4.99791
H -1.74700 -0.47950 -3.86251
H -2.45655 0.68396 -2.87858
H -0.43201 0.33478 -2.02299
C -0.93814 -3.01520 1.31866
C -1.71161 -3.20814 2.74564
O -2.86558 -3.89516 2.36260
H -1.38086 -2.08576 0.91560
H -1.17744 -3.74398 0.57095
H 0.09415 -2.91850 1.33053
H -2.11578 -2.35039 3.21288
H -1.15454 -3.87328 3.41855
H -3.44984 -4.10503 3.17016
C 4.87499 -0.40381 -0.57448
C 6.00250 -1.35471 -0.26416
O 7.00879 -0.77272 0.53778
H 4.10144 -0.86420 -1.12934
H 5.36193 0.40767 -1.11324
H 4.27637 -0.03902 0.31835
H 6.60305 -1.71008 -1.15156
H 5.65954 -2.22431 0.25773
H 7.87487 -0.95008 0.18779
C -5.52033 -2.38880 0.54626
O -6.25867 -2.80482 1.62448
N -4.24638 -2.63485 0.36580
N -6.05480 -1.80601 -0.50200
H -3.69768 -3.08311 1.14542
H -3.77268 -2.04995 -0.31059
H -7.07416 -1.50836 -0.43707
H -5.67510 -1.23288 -1.25179
C 1.33879 -2.34843 -2.60136
O 2.54335 -1.75455 -2.93453
N 0.95569 -2.60244 -1.38965
N 0.30529 -2.37276 -3.39089
H 1.70663 -2.47791 -0.65947
H 0.26284 -3.33022 -1.27902
H 0.37539 -2.30108 -4.44755
H -0.64552 -2.25799 -3.02718
C 2.03821 3.67296 1.61295
O 2.16291 4.38155 2.78014
N 1.04458 3.89784 0.73454
N 2.77014 2.71163 1.34591
H 0.24284 4.54635 1.08213
H 0.81581 3.64495 -0.20353
H 3.72361 2.59218 1.85801
H 2.52750 2.18339 0.51056
C 0.45414 0.44081 0.06283
O 1.86069 0.47257 0.14956
N -0.18134 1.37940 0.64905
N -0.34125 -0.44684 -0.49963
H 0.39933 2.03081 1.14561
H -1.06654 1.76091 0.45829
H 0.08163 -1.38190 -0.86623
H -1.36215 -0.41886 -0.45122
C -2.21477 -3.76586 -1.83608
O -2.25369 -2.33909 -1.97931
N -1.22021 -4.49797 -2.20352
N -3.20765 -4.43467 -1.27629
H -0.48562 -4.04956 -2.79101
H -1.26571 -5.49091 -2.00972
H -3.80855 -3.77722 -0.79846
H -3.33867 -5.46562 -1.23613
C 0.35082 4.08500 -2.59628
O 0.90430 3.73842 -3.72830
N 0.23512 5.31993 -2.28836
N -0.16401 3.25726 -1.76949
H 0.69332 5.97491 -2.87982
H -0.23678 5.70064 -1.40970
H -0.36143 2.37450 -2.15990
H -0.72257 3.47353 -0.94328
C 0.67391 -0.65151 3.15711
O -0.71073 -0.34652 2.96089
H 0.95321 -1.27631 2.28066
H 0.83366 -1.36502 3.90003
H 1.35399 0.21195 3.27537
H -0.80123 0.02237 2.06934
C -3.16136 3.56102 -1.13867
O -2.32555 3.51275 0.00391
H -2.91258 4.37934 -1.77085
H -4.13979 3.85913 -0.85013
H -3.20634 2.63688 -1.64486
H -2.66210 4.22742 0.57370
C 3.48258 2.09387 -2.14225
O 3.52150 3.38759 -2.81820
H 4.17719 2.21579 -1.31845
H 3.73029 1.29380 -2.79084
H 2.50532 1.87330 -1.60182
H 2.69774 3.45193 -3.34677
C -3.38802 0.32357 0.80629
O -3.05008 -0.08072 -0.48436
H -3.59807 1.39416 0.77260
H -2.73945 0.13962 1.63962
H -4.38011 0.01034 1.01241
H -3.83746 -0.10955 -0.98247
C 4.07682 -0.94157 3.18011
O 3.47513 -2.15966 3.62327
H 4.04338 -0.23018 3.94932
H 3.59747 -0.41914 2.32156
H 5.12829 -1.13444 2.97472
H 3.72204 -2.36334 4.55356
C 3.09217 -3.60550 0.84401
O 2.70132 -2.31792 0.55158
H 2.62869 -4.25586 0.15847
H 2.79366 -4.02368 1.82666
H 4.17436 -3.68983 0.94858
H 3.18846 -1.67331 1.06086
*
```

Summary:
orbital gap = 0.3007 hartree
relative energy (zero: lowest compared OMol25 entry of this formula, charge and spin) = 338.87 kJ/mol

=====

Record 2
Formula: C20H72N6O16
Source: OMol25
Level of theory: ωB97M-V/def2-TZVPD

Structure (ORCA input):
```
! wB97M-V def2-TZVPD RIJCOSX def2/J DEFGRID3
* xyz 0 1
C -12.22400 -1.51000 23.23200
C -13.23400 -1.04500 22.17300
O -14.51500 -1.08300 22.74100
H -12.18300 -0.79100 24.00600
H -11.24100 -1.46800 22.72400
H -12.41200 -2.45600 23.69000
H -13.20000 -1.73400 21.34000
H -13.02400 -0.06400 21.78200
H -15.08000 -0.58900 22.09100
C -11.40400 -4.12000 30.22100
C -12.32500 -5.21500 29.62600
O -12.72600 -4.91500 28.30400
H -11.03900 -4.49300 31.16000
H -11.97700 -3.23400 30.49600
H -10.53900 -3.82400 29.65100
H -13.13700 -5.27800 30.25700
H -11.82800 -6.17600 29.58200
H -11.96800 -5.07800 27.73900
C -7.86200 -4.01800 31.08100
C -8.16200 -2.61800 30.51300
O -7.94800 -2.67500 29.15000
H -7.95100 -4.12500 32.15900
H -6.89700 -4.40400 30.70800
H -8.57500 -4.78300 30.65900
H -7.52700 -1.92500 31.00000
H -9.22800 -2.43200 30.74600
H -8.32300 -1.83600 28.75300
C -9.70400 -7.03000 27.61200
C -9.15300 -5.63700 27.27200
O -10.19500 -4.71300 27.11600
H -10.41500 -7.06700 28.39400
H -8.79600 -7.57300 27.87700
H -10.15100 -7.46100 26.74200
H -8.45200 -5.59000 26.46300
H -8.66700 -5.36200 28.18300
H -9.78400 -3.84700 27.20100
C -12.42700 -5.59700 24.48900
O -13.12700 -6.57500 23.78300
N -12.97400 -4.72900 25.21000
N -11.12500 -5.61400 24.50500
H -13.98800 -4.83100 25.13500
H -12.52500 -3.84100 25.59400
H -10.79000 -6.39200 23.91900
H -10.52400 -5.14800 25.20400
C -11.76900 -1.61500 26.90100
O -10.52900 -1.82500 27.50900
N -12.55100 -2.56800 26.63500
N -12.22500 -0.41300 26.65400
H -12.45200 -3.40900 27.24000
H -13.45300 -2.43700 26.12900
H -11.60300 0.34800 26.83300
H -13.03200 -0.11900 26.18400
C -9.67900 2.84000 27.37300
O -10.72900 1.97000 27.52900
N -8.55100 2.69700 27.99500
N -9.67800 3.88200 26.55000
H -8.42500 1.95200 28.69300
H -7.72500 3.27700 27.81900
H -10.33400 3.84600 25.76400
H -8.89000 4.51700 26.50800
C -12.31400 3.55100 24.89300
O -11.14500 3.98700 24.21100
H -12.40000 3.99900 25.88100
H -12.28100 2.46200 24.96300
H -13.19900 3.89700 24.35700
H -11.23300 3.83400 23.25400
C -9.22400 -2.74100 24.29000
O -8.64400 -2.44500 25.63100
H -9.53800 -1.82400 23.81100
H -10.13000 -3.39700 24.37500
H -8.59700 -3.25000 23.63200
H -7.80100 -2.90400 25.71000
C -14.89700 1.67500 24.48900
O -14.35300 1.48400 25.76600
H -15.59400 0.92200 24.15800
H -14.10300 1.67400 23.72500
H -15.46200 2.58500 24.43200
H -15.11600 1.32100 26.35800
C -15.88200 -4.70900 27.78500
O -16.09500 -6.12600 27.94700
H -15.30500 -4.21500 28.60500
H -16.78200 -4.14400 27.77300
H -15.39700 -4.42400 26.89400
H -15.30000 -6.52500 28.29000
C -10.56500 0.02800 30.10000
O -9.40500 -0.02900 29.30600
H -11.21900 0.88900 29.82000
H -10.21800 0.34500 31.08000
H -11.10000 -0.88500 30.21700
H -9.81200 -0.15800 28.40600
C -13.30800 3.11200 29.58200
O -13.05400 3.26900 28.20500
H -13.70800 4.05100 29.98300
H -12.39500 3.04600 30.09700
H -13.79500 2.26900 29.95400
H -12.67300 2.43300 27.90200
C -9.62700 0.77300 24.89500
O -9.13000 0.17400 26.06400
H -9.72600 1.82800 24.92400
H -10.69800 0.56100 24.82500
H -9.10600 0.40700 23.98800
H -9.25100 -0.78400 26.06400
C -14.53800 -1.43600 29.08700
O -13.79800 -0.27400 28.96300
H -15.41700 -1.29400 29.68700
H -13.84600 -2.26900 29.46400
H -14.90500 -1.66600 28.08000
H -13.11900 -0.46100 28.35600
C -16.30100 -1.94400 25.44600
O -14.97700 -2.29800 25.18800
H -16.51200 -2.22400 26.45600
H -17.03900 -2.36200 24.79500
H -16.27000 -0.86300 25.52400
H -14.83700 -2.20400 24.25100
*
```

Summary:
orbital gap = 0.3103 hartree
relative energy (zero: lowest compared OMol25 entry of this formula, charge and spin) = 0.00 kJ/mol

=====

Record 3
Formula: C20H74N16O17
Source: OMol25
Level of theory: ωB97M-V/def2-TZVPD

Structure (ORCA input):
```
! wB97M-V def2-TZVPD RIJCOSX def2/J DEFGRID3
* xyz 0 1
C -0.04594 -0.03706 -0.86439
C 0.93706 0.66894 -0.02439
O 0.38506 0.76894 1.28661
H 0.49206 -0.35906 -1.74039
H -0.83794 0.59794 -1.12939
H -0.45194 -0.92206 -0.47439
H 1.15006 1.56594 -0.51339
H 1.88506 0.12694 0.10161
H -0.54894 1.00294 1.28061
C 2.06306 -3.87806 2.14061
C 1.97806 -2.46006 1.45261
O 1.12806 -1.67506 2.23161
H 2.57106 -3.82306 3.04861
H 2.63306 -4.56106 1.49661
H 1.12306 -4.36506 2.17161
H 1.60006 -2.60906 0.47561
H 2.94506 -1.94506 1.36961
H 1.18506 -0.81706 1.84161
C 0.52106 -3.72706 -2.06639
C -0.14694 -4.57406 -1.08039
O -1.49694 -4.29006 -1.15539
H 0.10606 -3.89906 -3.00239
H 1.57406 -3.73606 -2.17139
H 0.21206 -2.62906 -1.88639
H 0.17006 -4.43706 -0.08339
H 0.00106 -5.60506 -1.30539
H -1.80394 -4.65906 -1.95839
C -4.12894 -1.86506 -0.40039
O -2.87094 -1.44706 -0.92639
N -4.40394 -2.38906 0.74161
N -5.29294 -1.47106 -0.80539
H -3.47894 -2.35106 1.18261
H -4.54894 -3.37906 0.64861
H -5.26194 -0.81606 -1.61539
H -6.16894 -2.09006 -0.81639
C -1.18294 3.54894 -0.17839
O -2.52594 3.33394 -0.09339
N -0.45494 3.96694 0.85561
N -0.51594 3.61894 -1.28939
H -0.91094 4.02094 1.77261
H 0.55706 4.01894 0.80261
H -0.87094 3.10494 -2.12739
H 0.53706 3.74594 -1.19139
C 3.29606 2.49094 2.24861
O 3.40906 1.22094 1.65161
N 4.32706 3.13694 2.63761
N 2.11206 3.04294 2.40161
H 5.16406 2.53094 2.70561
H 4.41906 4.04894 3.13961
H 1.34106 2.38194 2.16961
H 1.88606 3.79694 2.97661
C -3.77094 0.82894 1.66661
O -2.46394 0.99094 1.35161
N -4.20794 -0.10706 2.46661
N -4.75194 0.90294 0.80461
H -3.30594 -0.48906 2.86161
H -4.64194 0.38794 3.27561
H -4.20994 0.95294 -0.08839
H -5.21194 1.88294 0.60961
C -4.57494 1.31894 -2.30939
O -5.30994 2.43094 -2.58939
N -4.90994 0.15594 -2.77039
N -3.54994 1.22594 -1.57339
H -5.58994 0.39394 -3.57539
H -4.20094 -0.53406 -3.17739
H -3.03294 0.36494 -1.48839
H -3.15394 2.03894 -1.15539
C 6.19206 -0.48806 0.01961
O 6.32606 -0.99206 1.31461
N 6.98806 -0.67906 -0.97139
N 5.28006 0.37394 -0.21539
H 7.80406 -1.22306 -0.78039
H 7.01606 -0.26506 -1.90239
H 4.68106 0.59494 0.55361
H 5.09306 0.90194 -1.09739
C -1.17594 -1.12306 4.48561
O -1.69794 -0.84106 3.29161
N -1.82794 -0.84506 5.56961
N -0.07494 -1.78506 4.60861
H -2.46994 -0.04906 5.53261
H -1.53194 -1.15706 6.46961
H 0.37706 -1.74806 3.71361
H 0.44806 -1.87106 5.50661
C -1.86294 -4.00906 2.28061
O -2.35894 -5.15706 1.71861
N -1.57394 -2.98406 1.51361
N -1.76694 -3.86006 3.54861
H -1.43694 -3.20306 0.49461
H -0.96194 -2.25406 1.84561
H -2.06894 -4.67706 4.00861
H -1.25194 -3.15406 4.03561
C -1.91594 -1.58806 -3.79539
O -3.18994 -1.38006 -4.37239
H -1.11694 -1.29106 -4.41939
H -1.75994 -2.65406 -3.51839
H -1.88194 -0.93306 -2.97739
H -3.02394 -1.03706 -5.24139
C -1.62194 2.35394 3.97361
O -1.80494 3.65894 3.49661
H -1.34494 2.31194 4.99761
H -0.90794 1.75694 3.40461
H -2.63994 1.88794 4.02561
H -2.26694 4.10294 4.12361
C 2.48806 4.72994 -2.09839
O 2.14606 3.95294 -0.88939
H 2.15606 4.22194 -2.98439
H 3.53106 4.91194 -2.22839
H 2.02106 5.67594 -2.05139
H 2.91106 4.08694 -0.29539
C 0.05106 1.93494 -3.85239
O -1.26494 2.37194 -3.53939
H 0.09106 0.96694 -4.32239
H 0.68206 1.98194 -2.99139
H 0.39606 2.67894 -4.53939
H -1.72394 2.36094 -4.38839
C 3.76106 -1.57806 -2.17839
O 2.80106 -0.92206 -2.91439
H 3.75706 -2.64806 -2.32639
H 3.48406 -1.44106 -1.14139
H 4.77906 -1.18706 -2.25739
H 2.90806 -0.00406 -2.65439
C 4.06506 2.09194 -3.27639
O 3.45406 1.51094 -2.10539
H 3.42206 2.52094 -4.04939
H 4.52406 1.33594 -3.87539
H 4.79206 2.83494 -3.01839
H 3.22706 2.24394 -1.50439
*
```

Summary:
orbital gap = 0.2654 hartree
relative energy (zero: lowest compared OMol25 entry of this formula, charge and spin) = 479.42 kJ/mol

=====

Record 4
Formula: C20H7F18I2N3O8S2
Source: OMol25
Level of theory: ωB97M-V/def2-TZVPD

Structure (ORCA input):
```
! wB97M-V def2-TZVPD RIJCOSX def2/J DEFGRID3
* xyz 0 1
C -3.13971 1.14898 1.75098
C -2.27708 0.01485 1.65143
C -0.86862 -0.88967 1.71271
C 0.29775 -0.58044 0.59762
C 0.25350 0.58390 -0.57533
F -0.59027 1.78397 -0.20124
F 1.59079 1.25611 -0.78259
C -0.43721 -0.06682 -1.87208
F -1.86064 0.44386 -1.90891
F -0.60523 -1.54453 -1.59232
C 0.19742 0.07085 -3.33548
F -0.08119 -1.25246 -4.02744
F 1.66251 0.21919 -3.46452
C -0.48088 1.16679 -4.35912
F 0.34590 1.08249 -5.62279
F -1.86707 0.77528 -4.81705
C -0.53245 2.70548 -3.84986
F -1.95732 2.96385 -3.41432
F 0.30998 3.05722 -2.69291
C -0.24526 3.84479 -5.01974
F -1.03604 3.58837 -6.28183
F -0.84108 5.11969 -4.46712
C 1.33148 4.16848 -5.29126
F 1.69421 5.45364 -4.64023
F 2.29219 3.13618 -4.85102
C 1.63044 4.39725 -6.92132
F 0.83398 5.51073 -7.49857
F 3.07511 4.83043 -7.01079
F 1.53862 3.14618 -7.71132
C 1.62725 -1.59561 0.66486
C 2.88924 -1.52343 -0.41398
O 2.94231 -2.22850 -1.56346
O 4.01917 -0.57936 -0.12210
O 3.99313 -0.25544 1.16649
C 1.75344 -2.78705 1.80365
S 3.17130 -3.99588 1.98970
O 3.96179 -3.58054 3.28148
O 2.70808 -5.48580 2.23500
F 4.29005 -4.06992 0.71135
C 0.47538 -2.88456 2.87834
N 0.67793 -3.97772 3.94604
C 1.27605 -3.44878 5.06269
S 1.77043 -2.82589 6.58743
N -0.77146 -1.98044 2.80630
C -1.88359 -2.19159 3.85581
I -2.11545 -0.42256 5.20697
C -3.30094 -2.74718 3.26182
C -3.25183 -3.25443 1.68653
I -5.01804 -1.36981 3.65327
H -3.97472 1.94934 2.03955
H 4.09335 0.76109 1.17032
H -1.57526 -3.00772 4.67250
H -3.62640 -3.72693 3.86517
H -2.20165 -3.68935 1.36999
H -4.10115 -4.07433 1.51915
H -3.49406 -2.39369 0.91886
N -1.14204 2.31287 8.06070
O -0.28960 1.48576 8.42438
O -1.84733 2.08087 7.06481
O -1.28919 3.37190 8.69285
*
```

Summary:
orbital gap = 0.0957 hartree

=====

Record 5
Formula: C21H12Br4ClF3IMoNO6S
Source: OMol25
Level of theory: ωB97M-V/def2-TZVPD

Structure (ORCA input):
```
! wB97M-V def2-TZVPD RIJCOSX def2/J DEFGRID3
* xyz 0 3
Mo -1.00806 0.17365 -0.38189
Br -6.15510 -4.34640 -1.54806
C -4.94709 -3.15611 -0.72811
C -5.01294 -2.92159 0.64439
Br -6.29882 -3.78790 1.71457
C -4.11664 -2.03106 1.23759
Br -4.10826 -1.64826 3.08289
C -3.18397 -1.38168 0.45098
O -2.28210 -0.50163 0.93413
C -3.09774 -1.62511 -0.92458
O -2.13478 -0.98700 -1.57671
C -3.98906 -2.51507 -1.51325
Br -3.80883 -2.79709 -3.36344
Cl 4.13443 4.64883 1.01235
C 3.08547 3.48470 0.26198
C 3.28713 3.11904 -1.03324
C 2.45985 2.16077 -1.67093
I 2.83010 1.63646 -3.63226
C 1.42111 1.56823 -0.99749
O 0.60970 0.65138 -1.50007
C 1.21402 1.97819 0.35847
N 0.16260 1.38792 0.99641
C -0.12401 1.68075 2.24696
C 0.64378 2.61115 2.97182
C 1.70132 3.22172 2.35458
C 2.02202 2.91545 1.01313
H 4.09732 3.56714 -1.59032
H -0.98321 1.17934 2.67699
H 0.38107 2.83241 3.99516
H 2.30011 3.95054 2.88272
O 0.14087 -1.57399 0.04086
S 1.30301 -1.76858 1.01645
C 2.78168 -1.47919 0.00132
C 3.53305 -2.80650 -0.08321
C 2.45804 -3.88800 -0.13323
C 1.51298 -3.55667 1.01654
H 3.34387 -0.64300 0.41098
H 2.35869 -1.18973 -0.96518
H 4.15818 -2.94735 0.80157
H 4.19053 -2.81709 -0.95153
H 2.86728 -4.89111 -0.02139
H 1.91734 -3.84858 -1.07999
H 1.92965 -3.82213 1.98951
H 0.50382 -3.95866 0.94036
F -1.77787 4.93165 -2.41888
C -1.30567 3.80756 -1.89028
F -0.62555 3.15610 -2.84166
F -0.41337 4.15298 -0.92946
C -2.43540 2.93669 -1.26776
O -3.54603 3.36179 -1.12670
O -1.99447 1.77503 -0.88310
*
```

Summary:
orbital gap (alpha / beta) = 0.2371 / 0.2440 hartree